(1)
{
  "formula": "C2H6BNO3",
  "method": "the ωB97M-V functional and the def2-TZVPD basis",
  "energy_ha": -385.10585,
  "e_above_lowest_kcal_mol": 78.1,
  "e_lumo_ev": -0.8341,
  "homo_energy_ev": -9.330,
  "elements": ["B", "C", "C", "N", "O", "O", "O", "H", "H", "H", "H", "H", "H"],
  "xyz": [[1.392, 0.449, 0.402], [-2.197, 0.014, 0.040], [-0.047, -0.666, -0.699], [-1.197, -0.952, -0.085], [-2.003, 1.215, -0.043], [2.470, -0.245, 0.007], [1.338, 1.774, -0.019], [-3.148, -0.303, 0.436], [0.652, -1.524, -0.727], [0.817, -0.062, 1.442], [-1.358, -1.942, 0.285], [2.795, 0.162, -0.747], [0.487, 2.079, -0.293]],
  "lowdin_charge": [-0.72, -0.27, 0.09, -0.03, 0.07, 0.13, 0.09, 0.13, 0.07, 0.13, 0.18, 0.07, 0.06]
}



(2)
{
  "formula": "CCl4OS",
  "method": "the ωB97M-V functional and the def2-TZVPD basis",
  "energy_ha": -2352.12731,
  "s2": 2.007,
  "e_above_lowest_kcal_mol": 8.1,
  "e_lumo_ev": [-0.6589, -2.0646],
  "spin_multiplicity": 3,
  "homo_energy_ev": [-8.256, -10.989],
  "elements": ["C", "O", "S", "Cl", "Cl", "Cl", "Cl"],
  "xyz": [[0.462, -0.821, -1.307], [0.417, 1.046, 0.496], [-0.963, 1.156, 0.343], [2.021, -1.386, -0.815], [-0.135, -1.749, -2.485], [-1.711, 1.927, 2.137], [-1.945, -0.689, 0.422]],
  "lowdin_charge": [-1.18, -0.56, 0.24, 0.52, 0.60, 0.17, 0.20]
}



(3)
{
  "formula": "C24H22F2N6O",
  "method": "the ωB97M-V functional and the def2-TZVPD basis",
  "energy_ha": -1531.29628,
  "e_lumo_ev": -0.3925,
  "homo_energy_ev": -7.969,
  "smiles": "Cc1ccc(-c2cc(C(F)F)n3ncc(C(=O)N4CCN(c5ccccn5)CC4)c3n2)cc1",
  "elements": ["C", "C", "C", "C", "C", "C", "C", "C", "C", "F", "F", "N", "N", "C", "C", "C", "O", "N", "C", "C", "N", "C", "C", "C", "C", "C", "N", "C", "C", "C", "N", "C", "C", "H", "H", "H", "H", "H", "H", "H", "H", "H", "H", "H", "H", "H", "H", "H", "H", "H", "H", "H", "H", "H", "H"],
  "xyz": [[-6.547, -3.557, 0.537], [-5.460, -2.544, 0.364], [-5.558, -1.276, 0.924], [-4.552, -0.344, 0.763], [-3.407, -0.660, 0.033], [-2.315, 0.289, -0.167], [-2.490, 1.694, -0.002], [-1.430, 2.526, -0.212], [-1.504, 4.024, -0.070], [-2.535, 4.525, -0.793], [-1.754, 4.368, 1.219], [-0.243, 1.988, -0.568], [0.889, 2.620, -0.834], [1.752, 1.673, -1.170], [1.201, 0.387, -1.106], [1.947, -0.823, -1.494], [2.784, -0.765, -2.381], [1.647, -1.998, -0.874], [1.049, -2.112, 0.438], [2.138, -2.590, 1.430], [3.443, -2.216, 0.925], [3.741, -0.870, 0.976], [4.932, -0.341, 0.455], [5.167, 1.010, 0.585], [4.240, 1.810, 1.245], [3.117, 1.191, 1.757], [2.866, -0.100, 1.627], [3.778, -2.999, -0.250], [2.528, -3.112, -1.161], [-0.124, 0.598, -0.718], [-1.151, -0.212, -0.521], [-3.300, -1.940, -0.519], [-4.312, -2.861, -0.358], [-7.424, -3.115, 1.002], [-6.833, -3.977, -0.425], [-6.199, -4.376, 1.166], [-6.437, -1.015, 1.497], [-4.655, 0.623, 1.232], [-3.446, 2.114, 0.259], [-0.571, 4.511, -0.390], [2.757, 1.928, -1.442], [0.216, -2.820, 0.397], [0.675, -1.144, 0.755], [1.991, -2.122, 2.402], [2.128, -3.676, 1.543], [5.659, -0.972, -0.030], [6.072, 1.441, 0.181], [4.391, 2.871, 1.357], [2.362, 1.750, 2.296], [4.582, -2.515, -0.799], [4.113, -3.992, 0.067], [1.978, -4.036, -0.973], [2.816, -3.065, -2.211], [-2.412, -2.183, -1.081], [-4.218, -3.844, -0.797]],
  "lowdin_charge": [-0.05, -0.28, -0.04, -0.02, -0.17, -0.19, 0.08, -0.08, -0.33, 0.07, 0.07, -0.01, 0.10, -0.06, -0.06, -0.42, 0.07, -0.04, -0.13, -0.13, -0.08, -0.30, 0.00, -0.07, -0.09, -0.15, 0.12, -0.12, -0.11, -0.18, 0.20, -0.01, -0.04, 0.07, 0.08, 0.09, 0.11, 0.11, 0.12, 0.15, 0.12, 0.12, 0.09, 0.12, 0.12, 0.10, 0.11, 0.10, 0.11, 0.10, 0.12, 0.12, 0.12, 0.11, 0.11]
}



(4)
{
  "formula": "C5H8N2",
  "method": "the ωB97M-V functional and the def2-TZVPD basis",
  "energy_ha": -304.78527,
  "e_above_lowest_kcal_mol": 31.5,
  "e_lumo_ev": 0.8410,
  "homo_energy_ev": -8.019,
  "smiles": "C=C1CN(C)C=N1",
  "elements": ["C", "C", "C", "N", "C", "C", "N", "H", "H", "H", "H", "H", "H", "H", "H"],
  "xyz": [[2.652, 0.194, 0.038], [1.369, 0.271, 0.398], [0.302, 0.354, -0.656], [-0.796, -0.309, 0.025], [-2.161, -0.299, -0.445], [-0.447, -0.285, 1.355], [0.748, 0.097, 1.661], [2.846, -0.096, -0.990], [3.507, 0.341, 0.680], [0.689, -0.091, -1.575], [0.056, 1.408, -0.876], [-2.255, -0.900, -1.355], [-2.806, -0.744, 0.319], [-2.535, 0.714, -0.660], [-1.169, -0.656, 2.083]],
  "lowdin_charge": [0.05, -0.37, -0.13, -0.16, -0.06, -0.18, 0.10, 0.05, 0.05, 0.12, 0.13, 0.09, 0.08, 0.09, 0.13]
}



(5)
{
  "formula": "C19H28N3",
  "method": "the ωB97M-V functional and the def2-TZVPD basis",
  "energy_ha": -904.70587,
  "charge": 1,
  "e_above_lowest_kcal_mol": 64.2,
  "e_lumo_ev": -3.5504,
  "homo_energy_ev": -9.912,
  "elements": ["C", "N", "C", "C", "C", "C", "C", "C", "C", "C", "C", "C", "H", "H", "H", "H", "H", "H", "H", "H", "H", "H", "H", "H", "H", "H", "C", "C", "C", "C", "N", "C", "N", "C", "C", "C", "H", "H", "H", "H", "H", "H", "H", "H", "H", "H", "H", "H", "H", "H"],
  "xyz": [[-4.615, -1.434, -1.646], [-3.289, -1.994, -1.397], [-3.107, -3.408, -1.733], [-2.277, -1.228, -0.998], [-0.952, -1.711, -0.868], [0.171, -1.004, -0.534], [1.492, -1.448, -0.793], [2.603, -0.743, -0.246], [3.896, -1.252, -0.317], [4.123, -2.464, -0.982], [3.063, -3.148, -1.595], [1.772, -2.635, -1.545], [-5.329, -2.265, -1.677], [-4.882, -0.735, -0.842], [-4.657, -0.898, -2.612], [-4.106, -3.841, -1.856], [-2.545, -3.540, -2.673], [-2.582, -3.933, -0.923], [-2.501, -0.170, -0.801], [-0.829, -2.780, -1.082], [0.171, 0.165, 0.206], [2.395, 0.189, 0.277], [4.714, -0.708, 0.158], [5.130, -2.881, -1.013], [3.246, -4.092, -2.113], [0.946, -3.149, -2.037], [1.205, 2.692, -0.725], [0.247, 3.140, 0.364], [0.811, 4.358, 1.079], [-1.106, 3.474, -0.245], [0.068, 2.058, 1.369], [0.302, 0.765, 1.199], [0.395, 0.188, 2.401], [0.908, -1.137, 2.721], [-0.014, 1.118, 3.365], [-0.242, 2.271, 2.716], [0.849, 1.807, -1.263], [1.308, 3.512, -1.450], [2.207, 2.502, -0.325], [0.120, 4.746, 1.834], [1.777, 4.133, 1.547], [0.980, 5.156, 0.347], [-1.806, 3.809, 0.529], [-0.968, 4.290, -0.966], [-1.529, 2.606, -0.765], [1.576, -1.497, 1.931], [1.497, -1.085, 3.648], [0.094, -1.861, 2.858], [-0.155, 0.838, 4.395], [-0.574, 3.223, 3.081]],
  "lowdin_charge": [-0.03, -0.19, -0.03, -0.03, -0.09, -0.08, -0.23, -0.04, -0.06, -0.06, -0.07, -0.01, 0.09, 0.10, 0.11, 0.09, 0.11, 0.10, 0.14, 0.08, 0.00, 0.09, 0.11, 0.11, 0.11, 0.11, -0.03, -0.56, -0.03, -0.02, 0.02, -0.10, -0.07, 0.01, -0.01, -0.02, 0.09, 0.10, 0.09, 0.08, 0.10, 0.10, 0.09, 0.10, 0.08, 0.08, 0.11, 0.10, 0.13, 0.12]
}



(6)
{
  "formula": "C22H14Cl20IO3P",
  "method": "the ωB97M-V functional and the def2-TZVPD basis",
  "energy_ha": -10915.22631,
  "e_above_lowest_kcal_mol": 0.0,
  "e_lumo_ev": -0.9136,
  "homo_energy_ev": -8.382,
  "smiles": "CCCc1ccc2c(c1P(O)I)C(=O)c1ccccc1C2=O.ClC(Cl)(Cl)Cl.ClC(Cl)(Cl)Cl.ClC(Cl)(Cl)Cl.ClC(Cl)(Cl)Cl.ClC(Cl)(Cl)Cl",
  "elements": ["C", "C", "C", "C", "C", "C", "C", "C", "C", "P", "O", "I", "C", "O", "C", "C", "C", "C", "C", "C", "C", "O", "H", "H", "H", "H", "H", "H", "H", "H", "H", "H", "H", "H", "H", "H", "Cl", "C", "Cl", "Cl", "Cl", "Cl", "C", "Cl", "Cl", "Cl", "Cl", "C", "Cl", "Cl", "Cl", "Cl", "C", "Cl", "Cl", "Cl", "Cl", "C", "Cl", "Cl", "Cl"],
  "xyz": [[3.601, 1.519, 1.191], [2.472, 0.593, 0.539], [1.201, 0.740, 1.446], [-0.009, -0.158, 1.049], [-0.556, -1.030, 2.100], [-1.707, -1.900, 1.914], [-2.341, -1.905, 0.608], [-1.814, -1.050, -0.463], [-0.654, -0.164, -0.276], [-0.023, 0.958, -1.639], [-1.334, 1.515, -2.560], [1.414, -0.330, -3.218], [-2.581, -1.154, -1.822], [-2.050, -1.180, -2.902], [-4.127, -1.277, -1.687], [-5.037, -0.590, -2.585], [-6.464, -0.740, -2.351], [-7.019, -1.580, -1.276], [-6.085, -2.260, -0.398], [-4.653, -2.102, -0.611], [-3.608, -2.781, 0.331], [-3.775, -3.863, 0.831], [3.104, 2.519, 1.337], [4.486, 1.620, 0.524], [3.827, 1.103, 2.203], [2.342, 0.985, -0.503], [2.822, -0.469, 0.435], [1.517, 0.445, 2.488], [0.835, 1.795, 1.512], [-0.099, -1.033, 3.121], [-2.131, -2.534, 2.724], [-1.069, 1.368, -3.490], [-4.635, 0.039, -3.413], [-7.189, -0.230, -3.032], [-8.121, -1.665, -1.142], [-6.382, -2.914, 0.460], [5.589, 4.400, 0.945], [6.828, 3.928, -0.232], [8.141, 3.077, 0.602], [6.111, 2.860, -1.453], [7.474, 5.376, -1.023], [-3.839, 4.360, -2.094], [-2.479, 5.200, -2.858], [-1.107, 5.243, -1.737], [-2.007, 4.339, -4.333], [-2.961, 6.855, -3.268], [10.441, 2.310, 2.270], [11.925, 3.281, 2.223], [11.967, 4.361, 3.627], [13.334, 2.207, 2.260], [11.952, 4.243, 0.736], [2.274, -5.497, -0.319], [2.301, -3.782, -0.772], [1.559, -3.580, -2.367], [1.392, -2.845, 0.421], [3.979, -3.210, -0.824], [-7.197, -4.146, 4.840], [-7.406, -5.084, 3.351], [-9.051, -5.740, 3.292], [-7.139, -4.030, 1.947], [-6.237, -6.412, 3.320]],
  "lowdin_charge": [-0.13, -0.28, -0.19, -0.24, -0.06, 0.01, -0.06, -0.06, -0.30, 0.61, -0.43, 0.44, -0.29, 0.06, -0.06, 0.00, -0.06, -0.04, -0.03, -0.06, -0.28, 0.11, 0.07, 0.02, 0.08, 0.03, 0.07, 0.12, 0.12, 0.11, 0.12, 0.01, 0.12, 0.10, 0.10, -0.05, 0.54, -2.02, 0.47, 0.53, 0.52, 0.52, -2.04, 0.52, 0.52, 0.52, 0.48, -2.03, 0.52, 0.52, 0.52, 0.52, -2.01, 0.44, 0.61, 0.52, 0.52, -2.01, 0.52, 0.60, 0.53]
}



Number 1: M 102.89 g/mol. Number 2: M 201.89 g/mol. Number 3: M 448.48 g/mol. Number 4: M 96.13 g/mol. Number 5: M 298.45 g/mol. Number 6: M 1193.29 g/mol.